# 1
48
Properties=species:S:1:pos:R:3:forces:R:3 method="wB97M-V/def2-TZVPD" smiles="C=CCc1cc(Cl)ccc1OCCNCC[NH+]1CCOCC1" de_lowest_ev=0.7373 total_charge=+1
C -0.17288 -0.54024 -2.78828 -0.1 0.0 -0.1
C 1.03394 -0.04172 -2.58305 0.1 0.0 0.0
C 2.25889 -0.86673 -2.32349 0.1 0.0 0.0
C 2.91798 -0.44518 -1.03403 -0.1 -0.3 0.2
C 3.65993 0.72442 -0.98404 0.1 0.0 0.2
C 4.24492 1.14320 0.20067 -0.1 -0.1 0.0
C 4.12178 0.37371 1.34618 0.0 0.1 -0.1
C 3.38799 -0.79806 1.30620 -0.1 -0.3 -0.1
C 2.76065 -1.20655 0.13277 0.2 0.3 -0.1
O 2.01997 -2.36264 0.03462 0.2 0.1 -0.2
C 1.15387 -2.71566 1.09076 -0.6 0.0 0.2
C -0.26821 -2.19869 0.79430 0.4 -0.3 0.0
N -0.31503 -0.77390 0.48635 0.4 -0.2 0.0
H 0.29571 -0.60274 -0.31399 -0.2 0.1 0.1
C -0.01119 0.14932 1.57635 -0.1 0.1 0.0
H 1.05728 0.33545 1.72159 -0.1 0.0 0.0
H -0.41584 -0.26801 2.50197 0.0 0.0 0.0
C -0.72874 1.46908 1.22303 0.5 0.1 0.3
N -1.98786 1.08029 0.55458 0.1 -0.1 -0.1
C -2.37898 1.91686 -0.59492 -0.5 0.1 -0.6
H -1.54473 1.98834 -1.29310 0.1 0.0 0.1
H -2.64258 2.91522 -0.23646 0.1 -0.1 0.0
C -3.59144 1.27776 -1.28287 0.3 0.2 0.0
O -4.66133 1.13986 -0.38670 -0.2 0.1 0.0
C -4.31546 0.33052 0.70529 0.1 0.0 0.3
H -5.19718 0.28142 1.34499 0.2 -0.1 0.0
C -3.13369 0.93239 1.47394 -0.7 -0.2 0.1
H -2.85522 0.28656 2.30594 0.1 0.0 0.0
H -3.41023 1.91911 1.85453 0.1 0.0 0.0
H -4.05887 -0.68569 0.36711 0.0 0.0 0.0
H -3.94654 1.91656 -2.09224 0.2 -0.1 0.0
H -3.30721 0.29687 -1.69517 0.0 0.1 0.0
H -1.65072 0.08486 0.21711 -0.2 0.3 0.0
H -0.91520 2.08050 2.10483 -0.1 0.0 -0.1
H -0.12008 2.04115 0.52143 -0.1 0.0 0.0
H -0.65893 -2.72306 -0.08021 0.0 -0.1 0.1
H -0.91481 -2.40540 1.65005 0.0 0.0 0.0
H 1.49964 -2.32881 2.05253 0.0 -0.1 -0.1
H 1.13788 -3.80682 1.13701 0.0 0.1 0.1
H 3.33196 -1.40534 2.19681 0.0 -0.1 0.1
H 4.60508 0.67849 2.25999 0.1 0.1 0.1
Cl 5.13689 2.62200 0.24351 0.1 0.1 0.0
H 3.78897 1.31256 -1.87922 0.0 0.1 -0.1
H 2.96083 -0.70778 -3.14526 0.0 -0.1 0.0
H 2.00404 -1.92505 -2.28350 0.0 0.0 -0.1
H 1.19624 1.02954 -2.59520 -0.1 0.2 0.0
H -1.02315 0.08542 -3.00703 -0.1 0.2 0.0
H -0.34836 -1.60333 -2.80564 0.0 -0.3 0.0

---

# 2
56
Properties=species:S:1:pos:R:3:forces:R:3 method="wB97M-V/def2-TZVPD" smiles="CC(=O)OCCN(OC(=O)c1ccccc1)S(=O)(=O)F.CNC(C)=O.CNC(C)=O" total_charge=0
C -3.81746 0.42074 -1.27674 0.2 -0.1 0.1
C -3.09481 1.08514 -2.41956 -0.1 0.4 -0.1
O -2.88775 2.26795 -2.46239 -0.1 -0.4 -0.1
O -2.74249 0.32146 -3.49213 0.1 0.1 0.2
C -2.34124 -1.03585 -3.31807 0.0 -0.2 0.0
C -0.93970 -1.14558 -2.73241 -0.1 0.2 -0.6
N -0.90709 -1.17680 -1.27127 0.1 -0.1 0.0
O -0.66360 0.03344 -0.61868 -0.3 0.0 0.0
C 0.64059 0.48539 -0.73823 0.4 -0.1 0.0
O 1.47435 -0.13226 -1.32873 -0.2 0.1 0.0
C 0.79893 1.79064 -0.04374 -0.1 0.0 0.0
C 0.89011 2.94546 -0.80820 0.0 0.0 -0.1
C 1.07383 4.16437 -0.17794 0.1 0.0 0.1
C 1.16880 4.21913 1.20573 0.0 0.2 0.0
C 1.06944 3.06505 1.96644 0.0 0.0 0.1
C 0.87967 1.84443 1.34322 -0.1 -0.2 -0.1
S -0.28520 -2.49276 -0.51072 0.3 0.3 0.2
O 0.13317 -2.12347 0.79168 -0.1 -0.1 -0.3
O 0.50210 -3.26231 -1.40298 0.0 -0.3 0.1
F -1.61415 -3.30456 -0.35252 0.0 0.0 0.1
H -3.91853 1.16022 -0.48890 -0.1 0.0 0.0
H -4.79919 0.06920 -1.59714 0.0 0.1 -0.1
H -3.26989 -0.43840 -0.89157 0.0 0.0 0.0
H -2.31890 -1.46461 -4.31948 0.0 0.1 0.0
H -3.06114 -1.61559 -2.73696 0.0 0.1 0.0
H -0.46074 -2.03985 -3.13268 0.0 -0.1 0.2
H -0.35364 -0.30329 -3.10344 0.1 0.0 0.2
H 0.81169 2.88934 -1.88607 0.0 0.0 0.0
H 1.15535 5.06927 -0.76604 0.0 0.0 0.0
H 1.31938 5.16931 1.70147 0.0 0.0 0.0
H 1.14635 3.12840 3.04430 0.0 0.0 0.0
H 0.80725 0.92630 1.91361 0.0 0.0 0.0
C 0.81777 -6.18726 -6.10908 -0.1 0.0 0.0
C 0.38452 -5.33733 -4.93630 0.0 0.0 0.0
O -0.43627 -4.43915 -5.06045 0.0 0.0 0.0
N 0.94149 -5.60185 -3.72942 -0.1 0.0 -0.1
C 1.92373 -6.60837 -3.38485 -0.1 0.2 0.1
H 0.28280 -5.84630 -6.98960 0.0 0.0 0.0
H 1.88956 -6.09048 -6.28496 0.0 -0.1 0.0
H 0.58395 -7.23823 -5.93606 0.1 0.0 0.0
H 0.60606 -4.98892 -3.00240 0.1 0.0 0.2
H 1.52655 -7.28879 -2.62977 0.0 0.0 0.0
H 2.82371 -6.14109 -2.98203 0.0 0.0 0.0
H 2.19752 -7.18747 -4.26048 0.0 0.0 0.0
C -0.47823 3.98247 6.42212 0.0 0.0 -0.1
C 0.83125 4.62590 6.02638 0.0 0.0 0.0
O 1.04862 4.99315 4.88356 0.0 0.0 -0.1
N 1.76919 4.78388 6.99670 0.0 0.0 0.0
C 1.68720 4.41228 8.39531 0.1 0.1 -0.1
H -1.10899 3.93216 5.54029 0.0 0.0 0.0
H -0.31786 2.97314 6.80267 0.0 0.0 0.0
H -0.98560 4.56981 7.18797 0.0 0.0 0.0
H 2.61741 5.21814 6.66862 0.0 0.0 0.0
H 1.80391 5.28964 9.03349 0.0 0.0 0.0
H 2.47050 3.69628 8.64911 0.0 0.0 0.0
H 0.72572 3.95846 8.60931 0.0 0.0 0.0

---

# 3
51
Properties=species:S:1:pos:R:3:forces:R:3 method="wB97M-V/def2-TZVPD" smiles="O=S(=O)(c1ccc(OC[C@H](O)CN2CCCC2)cc1)N1CCOCC1" de_lowest_ev=2.9308 total_charge=0
O 2.57260 3.94643 -0.27636 0.0 -0.2 0.1
S 1.22093 3.66917 -0.68116 -0.3 -0.6 0.0
O 0.34643 4.77579 -0.93336 -0.2 0.0 -0.1
N 1.15455 2.66800 -2.03435 -0.2 0.6 0.8
C 0.96419 3.33698 -3.30805 0.1 0.5 -0.4
H 0.26196 4.15271 -3.14104 0.0 0.0 -0.2
C 2.29500 3.86894 -3.84369 -0.3 0.1 0.0
H 2.17993 4.27190 -4.85120 0.0 0.1 0.1
O 3.24767 2.83195 -3.94064 0.0 -0.1 -0.2
C 3.49397 2.25030 -2.67836 0.0 -0.2 0.3
H 4.23208 1.46387 -2.84509 0.0 0.0 0.1
C 2.20696 1.67179 -2.07971 0.5 -0.2 0.0
H 2.38295 1.32617 -1.06053 0.1 -0.2 -0.1
H 1.84979 0.83715 -2.69240 0.0 0.0 0.1
H 3.89856 3.00247 -1.98759 0.0 -0.1 -0.1
H 2.66156 4.65615 -3.16789 0.0 0.0 -0.1
H 0.53756 2.61117 -4.00789 0.0 0.0 0.1
C 0.47724 2.58256 0.52233 0.4 0.4 -0.4
C -0.85482 2.25256 0.37867 0.0 0.0 0.0
C -1.46233 1.40061 1.28320 -0.2 -0.1 0.1
C -0.72535 0.87302 2.34396 0.4 0.3 -0.1
C 0.62295 1.22675 2.47971 -0.3 -0.1 0.0
C 1.22013 2.07749 1.57407 0.1 0.1 0.0
H 2.25489 2.36664 1.66860 0.1 0.0 0.1
H 1.17526 0.82360 3.31385 0.1 0.0 0.1
O -1.19263 0.05159 3.31430 0.2 0.1 0.0
C -2.45812 -0.58341 3.22953 -0.4 -0.6 0.0
C -2.29725 -2.02871 2.71912 0.0 0.8 -0.2
O -1.56511 -2.77285 3.66298 0.3 -0.2 0.4
H -0.75531 -2.28413 3.85970 0.0 0.0 0.0
C -1.65983 -2.06862 1.31738 -0.3 -0.1 0.2
N -2.09992 -3.23868 0.57952 -0.2 0.2 0.0
C -1.67754 -3.22756 -0.81243 0.0 0.0 -0.2
C -0.24684 -3.80453 -0.84997 -0.1 0.1 0.0
H -0.07844 -4.38150 -1.75698 0.1 0.0 -0.1
H 0.48832 -2.99953 -0.82113 0.0 0.0 0.0
C -0.16942 -4.67191 0.41660 0.0 0.0 0.1
H 0.01988 -5.71846 0.18701 0.1 0.0 0.0
H 0.62290 -4.32660 1.08065 0.0 0.0 0.0
C -1.55218 -4.49196 1.08044 0.0 -0.3 0.1
H -1.50874 -4.48806 2.16648 0.0 -0.1 0.0
H -2.22674 -5.29008 0.75927 0.0 -0.1 0.0
H -1.74456 -2.22647 -1.23764 -0.1 0.0 0.0
H -2.35775 -3.88475 -1.36130 0.0 0.1 -0.1
H -0.56305 -2.00972 1.42454 0.0 0.1 0.0
H -1.99139 -1.19476 0.75230 0.1 0.0 0.0
H -3.28340 -2.50034 2.66703 0.0 0.1 -0.1
H -3.16951 -0.02855 2.61755 0.1 0.0 0.0
H -2.83092 -0.62023 4.25806 0.0 0.0 -0.2
H -2.50758 1.16815 1.15399 -0.1 0.0 0.0
H -1.40953 2.67751 -0.44208 -0.2 0.0 -0.1

---

# 4
50
Properties=species:S:1:pos:R:3:forces:R:3 method="wB97M-V/def2-TZVPD" de_lowest_ev=17.8381 total_charge=0
C 3.96016 4.93150 -1.56574 1.7 0.4 -0.5
C 4.50448 3.67417 -0.84606 3.5 2.2 -4.1
H 5.65345 3.71339 -0.84444 -1.5 0.1 0.0
H 4.22702 3.75898 0.12844 -1.1 -0.6 2.8
C 4.14182 2.38562 -1.64331 3.3 1.6 18.1
C 2.85231 2.13386 -1.26866 -3.4 -1.8 0.8
N 2.42130 1.54634 -0.21064 0.4 -2.4 0.0
N 1.13467 1.07903 -0.36943 0.2 1.2 1.6
C 0.54650 1.65627 -1.34741 -2.1 0.0 0.2
N -0.89921 1.67607 -1.50425 10.9 -4.4 3.8
C -1.69230 0.97557 -0.76840 -9.9 8.5 -12.2
O -2.87351 1.19903 -1.30639 0.8 -1.0 1.7
C -1.64715 0.21943 0.19358 8.2 -9.3 14.1
H -0.69497 0.62624 1.01180 -2.6 -0.9 -2.4
C -2.73192 -0.29504 1.04380 9.3 3.6 5.9
N -2.50779 -1.54039 1.46907 0.1 -3.9 1.1
C -1.71281 -2.12827 0.67570 5.6 -6.9 -0.7
O -1.28672 -3.31792 0.68643 -1.7 0.8 0.4
C -0.91557 -1.31967 -0.16056 1.6 6.0 1.4
H -1.09835 -1.29995 -1.12184 -1.5 -1.1 -5.1
H 0.19222 -1.22004 -0.17640 -0.8 -0.6 1.2
C -3.31020 -2.29505 2.36103 -3.8 0.2 -2.3
H -4.04114 -1.67198 2.78449 -0.8 1.8 0.7
C -4.22509 -3.33194 1.65027 -2.2 -3.4 -5.7
H -4.98759 -3.19945 0.71336 1.0 1.6 2.5
C -4.96284 -4.32674 2.67580 -1.5 6.1 -1.3
C -4.04579 -4.05819 3.75628 6.4 -4.4 1.6
H -4.31248 -3.92645 4.73539 -1.5 0.9 2.3
C -2.76274 -3.09217 3.39348 -3.2 -6.4 -3.8
H -2.02912 -3.73056 2.95172 0.5 -0.6 -0.3
H -2.34498 -2.70832 4.14290 2.9 3.6 6.3
H -3.50656 -5.17685 3.92309 -0.9 2.7 -0.2
H -5.07781 -5.32146 2.37110 -0.2 -1.1 -0.5
H -5.95664 -3.75920 2.88432 1.2 -1.5 -0.4
H -3.68177 -3.96236 0.86657 0.7 0.4 1.9
H -3.51936 -0.19202 0.70597 -13.8 1.7 -6.6
H -2.79929 0.18802 1.97702 0.0 2.1 1.0
H -1.10271 2.33261 -2.06451 -3.4 5.4 -5.1
S 1.62620 2.52933 -2.33670 -1.7 0.6 -2.1
H 5.04652 1.66561 -0.80048 -3.1 1.1 -2.2
C 4.61241 2.29025 -2.79085 4.5 -1.0 -14.2
C 4.83008 0.90269 -3.22123 -6.3 -3.0 -7.1
H 4.98799 0.76850 -4.46274 0.0 0.9 3.1
H 3.59098 0.48092 -3.31973 3.5 0.3 0.8
H 5.44285 0.12929 -2.88441 1.0 -0.5 1.7
H 3.88403 2.75008 -3.53263 1.0 -0.3 0.2
H 5.59058 2.63581 -3.02395 0.8 1.9 0.6
H 4.15968 5.00589 -2.63703 1.2 -0.3 -0.1
H 2.93798 4.70769 -1.73470 -1.7 1.2 1.1
H 4.38320 5.91186 -1.15915 -1.5 -1.3 -0.1

---

Number 1: E_HOMO -11.25 eV. Number 2: E_HOMO -9.48 eV. Number 3: E_HOMO -8.73 eV. Number 4: E_HOMO -8.84 eV.